1.
Entry from OMol25: the ion C8H9BF2N2O4P with charge +1 (wB97M-V/def2-TZVPD).

Each line ends with the Löwdin charge.
Cartesian coordinates (Å):
F1 -3.530 2.445 0.220  0.10
H1 -0.962 0.772 2.821  0.12
C1 -3.146 -0.300 -0.876  -0.38
O1 1.517 1.671 2.617  0.08
H2 -0.762 1.095 -1.743  0.09
C2 2.243 -1.695 -1.404  -0.08
H3 3.122 -0.124 2.036  0.13
O2 -3.570 -1.443 -1.076  0.16
P1 -1.102 -0.721 0.843  1.15
H4 1.985 2.016 1.823  0.12
H5 -0.497 -1.011 3.250  0.12
C3 1.192 0.338 -2.756  0.02
N1 1.241 -1.737 -0.390  0.03
C4 -2.375 1.626 0.434  -0.36
F2 -3.285 0.642 -1.948  0.08
C5 0.071 0.327 -1.642  -0.01
H6 1.189 1.104 -3.610  0.11
C6 -0.369 -0.163 2.488  -0.14
H7 -1.511 -2.099 1.031  0.10
H8 3.228 -0.806 -3.322  0.11
C7 0.230 -0.738 -0.530  -0.34
O3 2.304 -0.643 2.245  0.10
H9 3.085 -2.481 -1.318  0.13
B1 1.207 0.263 2.427  -0.55
N2 -2.556 0.167 0.390  -0.04
C8 2.346 -0.718 -2.610  0.01
O4 -1.295 2.212 0.599  0.13

Atomic forces in eV per Å
F 2.652 -3.307 0.609
H 0.940 -1.539 -0.401
C -2.855 -3.582 -2.544
O -0.751 -2.219 -1.514
H 1.247 -1.304 0.426
C -0.794 1.401 -0.800
H -0.886 -0.680 0.597
O 2.369 4.851 1.392
P 2.088 -0.980 0.339
H -0.183 -0.094 0.967
H -0.153 1.090 -1.223
C 0.684 -2.821 3.031
N -0.182 3.193 -3.521
C 1.987 4.172 -0.118
F 0.879 -1.516 3.383
C 3.676 -2.422 -0.763
H -0.096 -1.359 1.522
C -0.929 0.170 0.523
H -0.054 1.182 -0.341
H -1.482 0.216 1.059
C 0.448 1.424 -2.611
O -1.987 2.078 -0.235
H -1.688 1.371 0.035
B 2.801 1.164 -0.154
N 0.351 1.825 -2.024
C -3.837 0.762 2.678
O -4.243 -3.077 -0.315

**Net charge**: +1
**Structure (SMILES)**: O=C(F)[N+](C(=O)F)=[P@H](CB(O)O)c1ccccn1
**Frontier orbital gap**: 9.06 eV
**HOMO level**: -13.570 eV
**2S+1**: 1
**LUMO level**: -4.51 eV

=====

2.
Entry from OMol25: a cluster of 3 separate species, C9H24O9S3 in total (wB97M-V/def2-TZVPD).

Each line ends with the Löwdin charge.
Cartesian coordinates (Å):
H1 0.724 -0.121 4.980  0.15
C1 -0.249 -0.345 4.208  -0.16
C2 0.750 1.617 -1.920  -0.39
H2 0.607 -2.563 0.554  0.07
H3 -4.558 -3.781 -2.508  0.09
C3 -1.179 -1.928 -0.692  -0.27
O1 -2.006 -2.646 -1.561  -0.24
H4 0.487 -3.349 -0.747  0.01
H5 -1.042 -1.072 -1.108  0.04
H6 -3.131 -3.456 -3.647  0.11
H7 -1.613 -1.390 0.031  0.07
H8 1.732 1.964 1.742  0.08
O2 3.453 1.504 -0.497  -0.30
C4 -0.611 1.910 -1.628  -0.09
H9 -4.845 -2.416 -3.803  0.14
H10 2.411 -1.921 -0.745  0.07
H11 -0.727 1.369 -0.710  0.06
H12 -1.005 0.295 4.980  0.14
H13 0.740 4.314 3.212  0.06
C5 0.946 2.642 1.950  -0.24
O3 -3.972 -1.368 -1.089  -0.29
H14 2.516 4.205 2.822  0.09
H15 -0.560 -1.359 3.991  0.05
O4 1.228 0.478 -1.261  -0.25
H16 0.951 1.494 -2.951  0.10
H17 -0.752 3.002 -1.779  0.10
O5 -0.965 0.313 1.788  -0.19
S1 2.916 0.349 -1.258  0.67
O6 0.307 1.888 2.951  -0.26
S2 -3.244 -1.835 -2.257  0.62
C6 3.139 -1.163 -0.488  -0.13
H18 1.311 4.802 1.831  0.06
C7 -4.066 -3.008 -3.139  -0.17
H19 0.234 2.863 1.228  0.10
H20 -0.538 -3.841 0.363  0.13
H21 1.419 2.655 -1.812  0.18
H22 2.871 -0.970 0.540  0.04
C8 -0.143 -2.882 -0.158  -0.02
O7 -2.644 -0.811 -3.148  -0.31
H23 -1.454 1.508 -2.401  0.13
H24 4.236 -1.201 -0.657  0.10
O8 3.383 0.059 -2.605  -0.30
O9 1.394 -0.125 2.256  -0.29
C9 1.475 3.996 2.515  -0.03
S3 0.075 0.324 2.627  0.50

Atomic forces in eV per Å
H -2.228 -1.415 -2.803
C 0.573 3.193 4.958
C 4.374 3.321 -2.324
H -0.476 1.228 0.662
H 0.399 0.781 -0.334
C 0.874 -4.880 1.041
O -2.230 -1.635 -2.024
H 2.722 -1.875 -4.468
H 3.511 5.051 -4.129
H -2.007 0.326 -0.125
H -3.086 0.260 4.110
H 1.140 0.098 -1.746
O -1.080 -2.641 -1.548
C -4.240 0.008 -2.201
H 1.889 -1.428 1.108
H 0.555 -0.206 -1.081
H -1.221 0.820 1.170
H 1.277 -1.819 -3.005
H -0.270 0.055 1.549
C 2.342 1.038 1.659
O -0.307 -0.194 -1.443
H -0.564 -1.113 0.287
H 0.121 -0.270 0.644
O 2.502 -0.703 1.033
H -0.068 -0.536 -1.411
H -0.228 -0.638 1.302
O -6.676 -1.446 -5.242
S -0.918 2.301 -1.192
O -1.593 -0.787 2.697
S 2.825 4.605 3.217
C 0.071 0.738 1.914
H -0.039 0.186 -1.359
C -0.265 -1.343 -2.066
H -0.954 0.104 -1.847
H -0.392 1.864 -0.593
H -1.187 -2.742 0.852
H 0.513 0.003 0.738
C -2.005 -0.393 3.848
O -1.499 -2.356 1.235
H 2.235 0.242 1.705
H -0.769 -1.126 0.294
O -0.563 1.228 0.858
O -0.625 -1.079 -0.328
C -0.262 -0.112 -0.506
S 7.833 3.285 4.895

**Net charge**: 0
**Structure (SMILES)**: CCOS(C)(=O)=O.CCOS(C)(=O)=O.CCOS(C)(=O)=O
**Energy relative to the best compared isomer or geometry (same formula, charge and spin)**: 627.53 kJ/mol
**Frontier orbital gap**: 10.31 eV
**HOMO level**: -10.002 eV
**2S+1**: 1
**LUMO level**: 0.30 eV

=====

3.
Entry from OMol25: a cluster of 2 separate species, C4H12 in total (wB97M-V/def2-TZVPD).

Each line ends with the Löwdin charge.
Cartesian coordinates (Å):
H1 0.764 2.606 -0.850  0.06
H2 -2.725 -2.321 1.110  0.06
H3 3.155 1.721 -0.823  0.06
H4 -1.616 -3.006 -0.071  0.06
C1 1.145 1.951 -0.064  -0.17
H5 -1.896 -0.047 0.635  0.06
H6 2.669 0.379 0.185  0.06
H7 -2.903 -1.896 -0.597  0.06
C2 -2.189 -2.114 0.185  -0.17
H8 -0.630 -1.105 1.288  0.07
C3 -1.275 -0.915 0.431  -0.19
C4 2.303 1.095 -0.548  -0.18
H9 1.480 2.610 0.738  0.06
H10 0.276 1.368 0.241  0.03
H11 2.027 0.516 -1.434  0.06
H12 -0.678 -0.709 -0.459  0.06

Atomic forces in eV per Å
H 0.203 0.012 -0.150
H -0.227 -0.169 -0.062
H -0.067 -0.035 -0.031
H -0.073 -0.003 -0.101
C -0.095 0.243 -0.080
H 0.107 0.241 0.104
H -0.142 0.035 0.231
H -0.190 -0.099 -0.213
C 0.380 0.120 0.501
H 0.156 0.146 -0.053
C -0.314 -0.354 -0.325
C 0.136 -0.075 -0.452
H -0.219 -0.127 0.180
H 0.192 -0.065 0.293
H 0.008 0.047 0.019
H 0.144 0.083 0.137

**Net charge**: 0
**Structure (SMILES)**: CC.CC
**Energy relative to the best compared isomer or geometry (same formula, charge and spin)**: 4.61 kJ/mol
**Frontier orbital gap**: 12.85 eV
**HOMO level**: -11.742 eV
**2S+1**: 1
**LUMO level**: 1.11 eV

=====

4.
Entry from OMol25: the ion C9H12NO with charge +1 (wB97M-V/def2-TZVPD).

Each line ends with the Löwdin charge.
Cartesian coordinates (Å):
C1 -0.111 -0.978 -1.340  0.01
H1 0.865 1.895 2.889  0.12
H2 1.012 -0.765 -1.389  0.17
C2 0.961 0.834 2.544  -0.02
C3 -2.085 -1.877 -2.398  -0.35
C4 -0.926 -0.493 -0.260  -0.03
H3 0.325 0.228 3.205  0.11
H4 -2.391 -3.322 -3.795  0.13
H5 1.910 0.549 2.826  0.06
N1 -2.773 -2.570 -3.167  0.26
C5 -2.927 -1.312 -1.331  0.07
H6 -2.797 -0.195 0.562  0.12
C6 -0.695 -1.653 -2.294  0.02
C7 0.915 0.537 1.101  -0.41
O1 -0.402 0.109 0.911  0.02
H7 -0.086 -2.099 -3.154  0.17
H8 0.270 2.297 0.360  0.07
H9 1.658 -0.165 0.798  0.14
C8 1.085 1.736 0.119  0.03
H10 2.048 2.109 0.277  0.09
H11 -3.887 -1.493 -1.479  0.09
H12 0.846 1.371 -0.822  0.05
C9 -2.408 -0.636 -0.304  0.08

Atomic forces in eV per Å
C 2.766 1.709 1.794
H -0.233 -0.740 -0.814
H -1.836 -0.458 0.313
C -0.445 1.341 1.729
C -1.116 0.802 2.085
C 0.559 1.489 2.955
H -0.180 0.052 -0.695
H 0.309 1.539 0.360
H 2.351 -0.395 1.020
N -1.034 -2.901 -1.876
C 3.639 1.533 0.351
H -1.486 0.328 0.877
C 2.033 -2.239 -3.822
C 0.400 1.708 -1.506
O -4.648 -3.293 -4.658
H -0.695 0.791 1.329
H -1.670 2.651 0.793
H 0.238 -1.259 0.051
C 0.132 -2.653 2.221
H 1.221 1.151 -0.253
H -4.336 -0.615 -0.286
H 0.407 -0.544 -2.131
C 3.624 0.003 0.162

**Net charge**: +1
**Energy relative to the best compared isomer or geometry (same formula, charge and spin)**: 262.68 kJ/mol
**Frontier orbital gap (spin up / spin down)**: 7.87 / 7.87 eV
**HOMO level (spin up / spin down)**: -14.458 / -14.457 eV
**2S+1**: 1
**LUMO level (spin up / spin down)**: -6.59 / -6.59 eV

=====

Calculated total energy? In order: -1286.35072 -2228.75477 -159.58322 -479.75507 hartree.
Maximum force? In order: 5.6 9.8 0.6 7.4 eV Å⁻¹.